119
Properties=species:S:1:pos:R:3:forces:R:3:mulliken_spin:R:1 method="wB97M-V/def2-TZVPD" charge=+2 multiplicity=2 largest_force_ev_per_a=3.7 homo_ha="-0.448 / -0.448" s2=0.77
V -1.429422 -0.700167 1.760807 1.323 1.631 -0.510 0.03
O -1.314272 2.289393 4.539096 0.145 0.095 0.026 0.00
C -1.621078 1.551334 3.631976 0.128 -0.088 -0.145 0.00
N -0.887198 0.485156 3.166489 0.306 0.317 0.537 0.00
C 0.286110 0.143632 3.968265 -0.236 -0.017 -0.217 0.00
C 0.238220 -1.335525 4.141390 -0.153 -0.116 -0.163 0.00
C 0.770525 -2.011669 5.219230 0.057 -0.039 0.062 0.00
C 0.540909 -3.373843 5.336157 0.040 -0.013 0.032 0.00
C -0.227605 -4.015408 4.377153 0.049 -0.080 0.131 0.00
C -0.703404 -3.288035 3.310337 -0.090 0.306 -0.009 0.00
N -0.451039 -1.972506 3.170854 0.106 -0.043 0.363 0.00
C -2.908828 1.655884 2.902450 -0.005 -0.229 -0.217 0.00
C -3.908534 2.535683 3.249924 -0.003 0.124 0.053 0.00
C -5.124443 2.430124 2.595777 -0.076 0.030 0.022 0.00
C -5.290351 1.439952 1.638200 -0.042 0.029 -0.020 0.00
C -4.232721 0.604337 1.335698 0.235 0.034 0.170 0.02
N -3.044440 0.732799 1.947392 -0.385 0.228 0.327 0.00
H 0.249515 0.654216 4.926379 0.001 0.072 0.103 0.00
H 1.210819 0.439263 3.462397 0.069 0.037 -0.039 0.00
H 1.323600 -1.463900 5.971456 -0.031 -0.029 -0.012 0.00
H 0.929998 -3.921575 6.185288 -0.023 0.015 -0.020 0.00
H -0.469299 -5.066276 4.459504 0.017 0.036 -0.038 0.00
H -1.318383 -3.754591 2.557507 -0.041 0.017 -0.045 0.00
H -3.717047 3.254772 4.035417 -0.025 -0.028 -0.009 0.00
H -5.943706 3.091091 2.849136 0.029 -0.012 -0.020 0.00
H -6.232773 1.309477 1.123825 0.027 -0.024 0.029 0.00
H -4.319626 -0.172594 0.591220 0.020 -0.055 -0.043 -0.01
C 2.594266 -2.568665 -5.220650 -0.037 -0.052 0.131 0.00
S 2.453860 -3.906746 -4.012354 0.034 0.016 -0.009 0.00
C 3.513665 -3.262813 -2.671360 -0.236 -0.009 -0.040 0.00
C 2.735136 -2.985650 -1.384329 -0.026 0.087 -0.013 0.00
C 1.672948 -1.913443 -1.631676 0.059 -0.108 0.241 0.00
N 0.822440 -1.491533 -0.481156 -0.084 0.153 -0.157 0.00
P -0.556136 -2.328889 -0.005847 0.532 -0.226 -0.685 0.01
C 0.050586 -4.027505 0.225350 -0.143 -0.031 0.310 0.00
C -0.347829 -5.079665 -0.597109 0.010 -0.026 0.079 0.00
C 0.257662 -6.325267 -0.470158 -0.016 0.009 -0.044 0.00
C 1.247485 -6.530128 0.477974 0.003 -0.023 0.011 0.00
C 1.649261 -5.483153 1.301920 0.042 -0.009 0.015 0.00
C 1.056695 -4.241501 1.173173 0.012 0.003 -0.130 0.00
C -1.763357 -2.527437 -1.342284 -0.112 0.035 0.152 0.00
C -1.610972 -2.076651 -2.649512 0.063 0.070 0.000 0.00
C -2.645091 -2.231579 -3.560131 -0.022 -0.003 -0.029 0.00
C -3.836373 -2.832369 -3.172923 0.007 0.016 0.021 0.00
C -3.993187 -3.286944 -1.869535 0.037 0.027 0.039 0.00
C -2.960466 -3.131984 -0.954493 -0.090 -0.018 -0.058 0.00
P 1.177742 -0.239449 0.644250 0.698 -0.535 -0.454 -0.01
C 2.891323 -0.708958 1.147448 -0.064 0.164 0.188 0.00
C 4.009598 -0.382247 0.373565 -0.013 0.007 0.047 0.00
C 5.275387 -0.808019 0.747498 -0.003 0.001 -0.009 0.00
C 5.452532 -1.551556 1.909130 0.030 0.005 -0.040 0.00
C 4.353929 -1.878630 2.688173 -0.048 -0.018 0.010 0.00
C 3.084690 -1.464465 2.302632 0.070 0.017 -0.067 0.00
C 1.577266 1.262679 -0.308439 -0.069 0.071 0.157 0.00
C 1.219665 1.484451 -1.633473 -0.060 0.019 -0.049 0.00
C 1.594569 2.663299 -2.268603 0.001 -0.014 0.010 0.00
C 2.315298 3.632735 -1.584619 -0.020 -0.020 0.016 0.00
C 2.663540 3.424120 -0.256298 0.005 0.010 -0.033 0.00
C 2.296819 2.247018 0.374208 -0.050 -0.004 0.001 0.00
H 2.042715 -2.883454 -6.104803 0.013 0.030 0.004 0.00
H 3.636705 -2.412996 -5.490845 -0.018 0.023 -0.041 0.00
H 2.162919 -1.642507 -4.836619 0.020 -0.003 -0.056 0.00
H 4.002656 -2.357340 -3.038215 0.048 -0.060 0.015 0.00
H 4.276142 -4.016650 -2.487204 0.085 0.079 0.058 0.00
H 3.431017 -2.670320 -0.607496 0.022 -0.060 0.049 0.00
H 2.267377 -3.911602 -1.055962 -0.004 -0.022 0.002 0.00
H 1.015708 -2.307759 -2.403014 -0.006 0.081 -0.088 0.00
H 2.153976 -1.017024 -2.026269 -0.006 0.061 -0.013 0.00
H -1.109997 -4.936741 -1.348762 -0.003 -0.001 -0.018 0.00
H -0.043694 -7.133107 -1.125541 0.005 0.037 0.040 0.00
H 1.713493 -7.503785 0.571907 -0.017 0.055 -0.009 0.00
H 2.437889 -5.634096 2.029655 -0.039 0.007 -0.025 0.00
H 1.410819 -3.417863 1.777851 0.034 -0.024 -0.010 0.00
H -0.698936 -1.583044 -2.959031 -0.060 0.003 -0.006 0.00
H -2.522155 -1.876075 -4.576302 0.000 -0.036 0.043 0.00
H -4.644646 -2.941509 -3.885854 0.048 -0.018 0.027 0.00
H -4.919948 -3.754110 -1.559216 0.051 0.011 -0.022 0.00
H -3.099535 -3.482035 0.063949 -0.024 0.027 0.002 0.00
H 3.899878 0.200605 -0.532063 -0.014 0.026 0.014 0.00
H 6.129007 -0.553835 0.130097 -0.043 -0.009 0.040 0.00
H 6.444589 -1.872345 2.204362 -0.058 0.029 -0.020 0.00
H 4.484100 -2.447441 3.601884 -0.020 0.008 -0.066 0.00
H 2.238974 -1.746619 2.911158 -0.015 0.032 0.063 0.00
H 0.642084 0.741687 -2.171698 0.048 -0.014 0.007 0.00
H 1.326480 2.824918 -3.304548 0.051 -0.020 0.078 0.00
H 2.609415 4.546529 -2.086079 -0.006 -0.031 0.010 0.00
H 3.224391 4.175779 0.285641 -0.028 -0.022 -0.010 0.00
H 2.587495 2.086106 1.406708 0.021 0.004 0.009 0.00
S -1.737803 0.343642 -0.470774 -0.007 0.315 -0.383 0.05
C -2.256402 1.988809 -0.638840 -0.113 -0.612 0.322 0.06
N -3.373133 2.129395 -1.330196 -0.043 -0.099 -0.035 0.19
N -3.576407 3.184540 -2.071085 0.113 0.120 -0.063 0.45
C -2.638662 3.725586 -2.993450 -0.036 0.019 -0.113 0.00
C -1.704758 2.890745 -3.598392 -0.077 -0.107 0.054 0.06
C -0.887621 3.409225 -4.587881 -0.050 0.075 -0.027 -0.03
C -0.987394 4.748155 -4.949186 0.017 -0.017 0.018 0.06
C -1.911568 5.575003 -4.319314 0.073 0.015 -0.057 -0.03
C -2.754206 5.063655 -3.348714 -0.118 0.052 0.098 0.05
N -1.624039 3.173462 -0.290157 -0.036 -0.003 -0.360 0.00
N -0.999566 3.222149 0.779447 0.313 -0.067 0.120 0.04
C -0.325978 4.440520 0.979476 0.077 0.271 0.114 0.02
C -0.386596 5.514149 0.076504 -0.134 -0.198 0.036 0.01
C 0.296346 6.676206 0.356395 0.087 0.022 0.066 0.00
C 1.053740 6.775842 1.525063 0.018 -0.016 -0.005 0.02
C 1.121626 5.711901 2.415502 0.082 0.061 -0.043 -0.01
C 0.430795 4.544402 2.144706 -0.106 -0.119 0.079 0.02
H -4.556509 3.383577 -2.231993 -0.041 0.067 0.006 -0.02
H -1.666680 1.839317 -3.331844 0.024 0.063 -0.038 0.00
H -0.189642 2.759266 -5.100657 -0.025 0.025 0.005 0.00
H -0.356441 5.144559 -5.734906 -0.017 -0.012 0.051 0.00
H -1.980217 6.619745 -4.592511 -0.023 -0.034 -0.013 0.00
H -3.488066 5.696621 -2.860602 0.039 -0.040 -0.044 0.00
H -0.984295 5.418481 -0.819491 0.011 0.037 -0.017 -0.01
H 0.237442 7.516753 -0.322670 0.024 -0.027 0.004 0.00
H 1.589961 7.692497 1.739520 -0.037 -0.035 0.001 0.00
H 1.711368 5.793151 3.318893 -0.028 0.019 -0.011 0.00
H 0.467890 3.709439 2.832379 -0.077 -0.045 0.012 0.00
O -2.651227 -1.673749 1.998485 -2.815 -2.378 0.422 0.01
O -3.629357 -2.480487 2.298908 0.867 0.642 -0.240 0.02